A molecular structure, C12H30AlIOP2, computed with ωB97M-V/def2-TZVPD.

Positions of all 47 atoms, in Å:
C: 0.59333 -0.14652 -2.40612
I: -2.94183 -0.63290 -1.73676
H: 1.69074 -0.11474 -2.42024
H: 0.24339 0.68210 -3.01542
H: 0.25074 -1.03998 -2.93379
Al: -0.58912 -0.17929 -0.83292
P: 0.01836 2.35269 -0.93876
C: -1.45932 3.27992 -1.54317
C: 0.52773 3.35712 0.50945
H: 0.50512 4.43305 0.27014
H: 1.46177 3.95419 -2.14528
H: 1.54940 3.08919 0.80700
H: 2.26906 2.37662 -1.86519
H: -2.34776 2.98233 -0.96989
H: -0.13632 3.17954 1.36376
C: 1.32682 2.86510 -2.14659
H: -1.30335 4.36318 -1.42546
H: 1.05957 2.53693 -3.15516
H: -1.62815 3.04411 -2.60270
P: 0.13690 -2.57184 -0.56736
C: -1.31870 -3.67181 -0.86817
C: 1.36842 -3.11236 -1.82303
H: 1.75975 -2.70916 1.23716
H: 1.14160 -4.32625 0.79742
H: 0.14741 -3.22707 1.78765
C: 0.86273 -3.27702 0.95824
H: 2.27323 -2.50998 -1.69061
H: 1.62135 -4.16668 -1.68468
H: -1.03161 -4.72362 -0.72054
H: -1.68860 -3.51003 -1.88972
H: 0.97265 -2.91377 -2.82316
H: -2.12649 -3.41572 -0.16958
C: -3.85153 1.31123 0.45448
O: -4.90177 0.90621 0.65683
C: 1.59303 0.62940 2.22801
C: 0.36814 -0.26372 2.32940
C: -0.22527 -0.11423 3.72576
C: -0.74807 -0.01959 1.24507
H: 1.32939 1.65550 2.49815
H: 2.06221 0.63710 1.24113
H: 2.34855 0.29052 2.94949
H: 0.67704 -1.30853 2.20180
H: -0.58867 0.90797 3.85508
H: -1.08016 -0.78851 3.89389
H: 0.52908 -0.31201 4.49480
H: -1.54902 -0.77716 1.44139
H: -1.17177 0.99850 1.42816

Output
spin multiplicity	1
total charge	+2
HOMO-LUMO gap (alpha / beta)	4.67 / 4.76	eV
energy relative to the best compared isomer or geometry (same formula, charge and spin)	255.4	kJ/mol
HOMO level (alpha / beta)	-15.4 / -15.6	eV



C2H8N2 in the gas phase, computed with ωB97M-V/def2-TZVPD.

Positions of all 12 atoms, in Å:
N: -1.55355 1.28091 0.08652
C: -0.20242 0.82563 0.15034
C: 0.28563 -0.58007 -0.38781
N: 1.27748 -1.27877 0.42954
H: -2.13803 1.28886 1.02749
H: -2.03290 1.04485 -0.69067
H: 0.25402 0.77885 1.14504
H: 0.44812 1.57400 -0.46519
H: -0.55891 -1.25595 -0.60250
H: 0.82605 -0.34735 -1.46367
H: 1.14616 -2.30992 0.48573
H: 2.24835 -1.02103 0.28518

Output
spin multiplicity	1
HOMO-LUMO gap	9.73	eV
energy relative to the best compared isomer or geometry (same formula, charge and spin)	116.9	kJ/mol
HOMO level	-8.5	eV



A molecular structure, C36H35NPPdTe, computed with ωB97M-V/def2-TZVPD.

Positions of all 75 atoms, in Å:
Pd: -1.02029 -0.24776 0.62437
C: -3.17105 2.53703 -1.04230
C: -3.07201 1.93952 0.33411
C: -4.23449 1.39277 0.87815
C: -4.26915 0.85128 2.15175
C: -3.12011 0.85896 2.92909
C: -1.95030 1.40289 2.41588
C: -1.89135 1.94598 1.11101
P: -0.21376 2.49420 0.62551
C: -0.28717 4.31176 0.76068
C: -1.46758 4.97013 1.09258
C: -1.50072 6.35021 1.22042
C: -0.34028 7.08064 1.01671
C: 0.84087 6.42758 0.69762
C: 0.89436 5.04313 0.57132
C: 2.19871 4.37911 0.22305
C: -0.12837 2.18885 -1.16466
C: -0.23876 3.18874 -2.13093
C: -0.28764 2.87758 -3.47585
C: -0.25066 1.54983 -3.89666
C: -0.08987 0.54873 -2.96136
C: 0.03881 0.85318 -1.59364
C: 0.44162 -0.24077 -0.69781
H: -4.21775 2.60928 -1.33430
H: -2.65526 1.92847 -1.79008
H: -2.73743 3.53506 -1.08468
H: -5.13485 1.39554 0.27652
H: -5.18965 0.43287 2.53685
H: -3.12909 0.45950 3.93442
H: -1.05870 1.42113 3.03254
H: -2.37462 4.40323 1.26442
H: -2.42561 6.84732 1.47977
H: -0.35030 8.15806 1.11478
H: 1.74786 7.00135 0.55141
H: 3.02369 5.08145 0.32714
H: 2.20338 4.01300 -0.80641
H: 2.39897 3.52187 0.87016
H: -0.33217 4.22207 -1.81858
H: -0.38614 3.67060 -4.20593
H: -0.31794 1.30601 -4.94821
H: 0.00363 -0.48266 -3.27955
H: 1.25687 -0.01705 -0.00820
H: 0.56089 -1.20333 -1.18771
C: 3.55867 -1.97175 3.99015
C: 2.11094 -2.45784 3.96753
C: 1.26631 -1.64676 3.08264
N: 0.62302 -0.99256 2.39373
H: 4.13700 -2.60087 4.66360
H: 3.62097 -0.94311 4.34035
H: 4.00520 -2.02597 2.99889
H: 1.66397 -2.42160 4.96195
H: 2.04353 -3.49037 3.62156
Te: -2.25175 -2.62937 0.56059
C: -3.82449 -2.22099 -0.76439
C: -3.75536 -1.12582 -1.62099
C: -4.79912 -0.87002 -2.49837
C: -5.91232 -1.69936 -2.51123
C: -5.98311 -2.78575 -1.65292
C: -4.93939 -3.05125 -0.77621
C: -1.13810 -3.79314 -0.79058
C: -0.75884 -3.27462 -2.02358
C: -0.03859 -4.06128 -2.90752
C: 0.31525 -5.35914 -2.55844
C: -0.06436 -5.87374 -1.32965
C: -0.79940 -5.09433 -0.44385
H: -2.89147 -0.47011 -1.59735
H: -4.74151 -0.02165 -3.16852
H: -6.72751 -1.49660 -3.19333
H: -6.85130 -3.43108 -1.66328
H: -5.00082 -3.90281 -0.11063
H: -1.04802 -2.26733 -2.30462
H: 0.24657 -3.66307 -3.87284
H: 0.88002 -5.96984 -3.24983
H: 0.19893 -6.88786 -1.05964
H: -1.11037 -5.50952 0.50678

Output
spin multiplicity	1
total charge	+1
HOMO-LUMO gap	6.79	eV
energy relative to the best compared isomer or geometry (same formula, charge and spin)	192.3	kJ/mol
HOMO level	-10.6	eV



A molecular structure, C18H31GaN4O3PSSi, computed with ωB97M-V/def2-TZVPD.

Positions of all 60 atoms, in Å:
Ga: 1.16663 1.06800 0.42228
C: -0.40280 0.87018 -5.03405
Si: -1.90350 0.74208 -3.97629
C: -2.18540 -1.07461 -3.55868
C: -3.37743 1.43208 -4.89661
C: -1.69513 1.73045 -2.32627
C: -2.58299 2.71456 -1.88995
C: -2.51991 3.20947 -0.56573
C: -1.44057 2.91131 0.24868
N: -0.48366 2.07870 -0.18143
C: -0.61983 1.54972 -1.42665
S: 0.87002 0.60157 -1.80192
H: -0.67456 0.27174 -5.91113
H: 0.47950 0.39684 -4.55912
H: -0.14805 1.91206 -5.27606
H: -2.67728 -1.49382 -4.49297
H: -2.81546 -1.24448 -2.69783
H: -1.29915 -1.64579 -3.40734
H: -3.33087 0.97446 -5.88742
H: -3.27506 2.52500 -5.07538
H: -4.43396 1.30655 -4.51915
H: -3.46857 2.89374 -2.44950
H: -3.35128 3.86505 -0.27239
H: -1.30433 3.40875 1.21272
C: 4.81715 1.37296 -0.15888
C: 4.12135 0.83859 1.06746
C: 5.04043 0.02773 1.98448
O: 3.07142 -0.03709 0.55240
C: 3.40765 1.93101 1.86426
O: 3.99647 2.56540 2.72034
O: 2.15243 2.18221 1.48604
H: 5.30878 0.56489 -0.72974
H: 5.56980 2.10910 0.16040
H: 4.04902 1.80531 -0.81226
H: 5.49135 -0.76426 1.40543
H: 4.46671 -0.34206 2.89833
H: 5.83333 0.68569 2.30745
H: 3.29631 -0.24861 -0.37814
C: -0.20352 -3.05059 3.55985
N: -0.29373 -3.31902 2.12143
C: -1.72264 -3.26625 1.72532
N: -2.31586 -1.96301 2.05512
C: -2.09490 -1.64144 3.45204
N: -0.71033 -1.72296 3.96440
C: 0.06506 -0.63144 3.36220
P: 0.01950 -0.76256 1.54212
C: 0.57785 -2.46999 1.28904
C: -1.82812 -0.85068 1.24005
H: 0.86200 -3.12607 3.88907
H: -0.82305 -3.78940 4.02506
H: -2.20760 -4.07130 2.31472
H: -1.74703 -3.53451 0.67361
H: -2.68781 -2.27264 4.14189
H: -2.46148 -0.62951 3.62082
H: 1.05653 -0.59016 3.76088
H: -0.40430 0.34099 3.62617
H: 1.58544 -2.54286 1.60677
H: 0.50776 -2.81406 0.27665
H: -1.95178 -1.02379 0.15494
H: -2.37053 0.03676 1.55251

Output
spin multiplicity	1
total charge	+1
HOMO-LUMO gap	8.76	eV
energy relative to the best compared isomer or geometry (same formula, charge and spin)	51.5	kJ/mol
HOMO level	-11.7	eV



C4H2IN3 in the gas phase, computed with ωB97M-V/def2-TZVPD.

Positions of all 10 atoms, in Å:
C: -2.60197 2.59529 0.09638
C: -0.90380 0.65822 -0.24380
C: -0.70075 -0.71538 0.19753
C: -1.97900 1.40060 -0.09121
N: -3.15466 3.58200 0.33482
N: -1.62946 -1.40999 0.68141
N: -2.72825 -1.68630 0.79620
I: -4.39580 -0.21317 -0.13279
H: -0.05403 1.29297 -0.33484
H: 0.36489 -0.97057 0.40180

Output
spin multiplicity	1
HOMO-LUMO gap (alpha / beta)	6.18 / 6.20	eV
energy relative to the best compared isomer or geometry (same formula, charge and spin)	398.6	kJ/mol
HOMO level (alpha / beta)	-8.8 / -8.8	eV



8 unconnected molecules or ions with the total composition C12H41N13O8, computed with ωB97M-V/def2-TZVPD.

Positions of all 74 atoms, in Å:
C: -0.80184 -1.50742 -2.80214
C: -2.32725 -1.55637 -2.51508
C: -2.95510 -2.92852 -2.61770
O: -4.29821 -3.00250 -2.20025
C: -5.21611 -2.27960 -2.97648
N: -2.33964 -0.95677 -1.18967
H: -0.58483 -2.32111 -3.49418
H: -0.13963 -1.83504 -2.00075
H: -0.49569 -0.58451 -3.29468
H: -2.85713 -0.69071 -2.91251
H: -2.43320 -3.71430 -2.07157
H: -2.76559 -3.27400 -3.63399
H: -6.16040 -2.76442 -2.72876
H: -5.00198 -2.29909 -4.04506
H: -5.19026 -1.26847 -2.57020
H: -3.30163 -0.81328 -0.91749
H: -2.09713 -1.69640 -0.54605
C: -1.87156 -4.50169 2.72668
C: -1.84104 -3.75379 1.43117
O: -2.18538 -2.41168 1.57386
H: -1.71147 -5.57350 2.60962
H: -2.85592 -4.26299 3.12938
H: -1.11183 -4.16596 3.43250
H: -2.61606 -4.20234 0.80968
H: -0.88036 -3.77729 0.91675
H: -1.34384 -1.97718 1.73077
C: -0.52044 2.36761 -3.55489
O: -0.17370 1.64379 -4.51318
N: -1.66491 2.93419 -3.48738
N: 0.10637 2.75062 -2.59900
H: -2.37591 2.72980 -4.17499
H: -1.87631 3.69637 -2.85929
H: 1.06511 2.48684 -2.42200
H: -0.38633 3.22817 -1.85786
C: 2.66158 3.60867 3.02119
O: 1.50244 3.62897 2.68880
N: 3.64999 4.10265 2.28928
N: 3.13675 3.05148 4.02154
H: 4.57934 4.03752 2.67936
H: 3.55970 4.58011 1.40386
H: 2.47222 2.71510 4.70371
H: 4.13768 3.02715 4.15441
C: 4.28497 -3.84926 3.86332
O: 4.07552 -4.98665 4.21006
N: 5.45286 -3.44562 3.54211
N: 3.31667 -2.99647 3.71554
H: 6.23042 -4.08894 3.58270
H: 5.47985 -2.62812 2.94961
H: 2.40428 -3.42938 3.73083
H: 3.41364 -2.04958 3.37776
C: 3.66170 2.07306 -1.72064
O: 2.60921 1.43967 -1.62073
N: 4.23606 2.26993 -2.86683
N: 4.37985 2.51068 -0.67801
H: 4.86423 3.04696 -3.01421
H: 3.71225 1.74225 -3.55040
H: 4.07808 2.26357 0.25364
H: 5.11774 3.19341 -0.77548
C: 0.65643 -0.02370 1.23596
O: 0.40865 -1.22026 1.49595
N: 0.13165 0.62795 0.26159
N: 1.66291 0.60493 1.76549
H: -0.73050 0.40480 -0.21486
H: 0.78252 1.25830 -0.18463
H: 1.47392 1.59483 1.83252
H: 2.22178 0.05664 2.40357
C: -3.96879 2.72118 -0.16125
O: -4.71614 2.31570 -1.02776
N: -2.84146 2.11976 0.05409
N: -3.97936 3.80301 0.51901
H: -2.70650 1.29613 -0.51470
H: -2.12120 2.55275 0.61432
H: -3.18134 4.13547 1.04124
H: -4.90045 4.21670 0.54272

Output
<S²>	0.750
spin multiplicity	2
total charge	-1
HOMO-LUMO gap (alpha / beta)	2.62 / 9.47	eV
HOMO level (alpha / beta)	-0.3 / -7.2	eV



C4H6N2O in the gas phase, computed with ωB97M-V/def2-TZVPD.

Positions of all 13 atoms, in Å:
C: 2.13767 -0.28269 0.25346
C: 0.70964 -0.14389 -0.14745
N: 0.12235 -0.66285 -1.17198
C: -1.23964 -0.42092 -0.97041
C: -1.42627 0.26902 0.17769
O: -2.53119 0.68071 0.83727
N: -0.16751 0.51193 0.74577
H: 2.77543 -0.34255 -0.62697
H: 2.22764 -1.21334 0.82630
H: 2.47675 0.52748 0.90851
H: -1.97945 -0.77374 -1.67445
H: -3.29988 0.40541 0.31884
H: 0.19447 1.44544 0.52343

Output
spin multiplicity	1
HOMO-LUMO gap	9.02	eV
energy relative to the best compared isomer or geometry (same formula, charge and spin)	133.0	kJ/mol
HOMO level	-8.3	eV



A molecular structure, C28H32AsN4S3V, computed with ωB97M-V/def2-TZVPD.

Positions of all 69 atoms, in Å:
V: -0.89207 0.36833 0.46467
S: -2.71719 -0.38935 -0.76925
C: -1.73903 -1.79064 -0.91873
S: -0.45675 -1.88779 0.23873
C: -1.89361 -2.76937 -1.90142
C: -0.97111 -3.83994 -1.99885
N: -0.20477 -4.69992 -2.08762
C: -2.92495 -2.69224 -2.86735
N: -3.75645 -2.62537 -3.66580
C: 1.89071 0.79500 1.44447
N: 1.67367 2.12837 1.95386
C: 1.12496 3.04498 0.97684
C: 0.94631 2.13815 3.21743
C: -0.54907 1.79379 3.28574
C: -1.12344 2.17707 4.50244
C: -2.46327 1.96729 4.77339
C: -3.25727 1.37878 3.79972
C: -2.68226 0.97654 2.60358
C: -1.31519 1.14110 2.29313
H: 2.59190 0.81813 0.60617
H: 0.96327 0.29601 1.11412
H: 2.31422 0.17114 2.23066
H: 1.83779 3.19069 0.15959
H: 0.95549 4.01165 1.45257
H: 0.16494 2.71389 0.55169
H: 1.07464 3.14245 3.63395
H: 1.47540 1.45532 3.89165
H: -0.49811 2.64331 5.26115
H: -2.88726 2.27722 5.72190
H: -4.31780 1.23507 3.97952
H: -3.32223 0.49854 1.87004
C: -4.12371 -2.75908 3.93535
As: -2.86472 -2.47015 2.42474
C: -1.26606 -2.38997 3.57026
C: -2.72262 -4.37911 1.94505
H: -3.78856 -3.55961 4.59888
H: -5.11690 -3.00926 3.55959
H: -4.19731 -1.83340 4.50919
H: -1.31037 -3.14239 4.36122
H: -1.19559 -1.39681 4.01759
H: -0.38080 -2.55785 2.96138
H: -2.54492 -4.98855 2.83420
H: -1.90002 -4.51844 1.24356
H: -3.64282 -4.71420 1.46541
N: 0.35292 0.76902 -1.49531
S: 0.52336 0.41455 -3.02664
C: 1.97722 -0.66231 -3.19579
C: 2.70807 -0.70902 -4.37639
C: 3.82038 -1.53119 -4.45102
C: 4.18161 -2.31788 -3.36411
C: 3.42017 -2.29142 -2.20460
C: 2.30999 -1.46363 -2.11827
C: 1.21424 1.91028 -3.76052
C: 2.47227 2.37370 -3.37987
C: 2.85309 3.66434 -3.69658
C: 1.98457 4.50440 -4.38465
C: 0.72820 4.04306 -4.75194
C: 0.33966 2.75120 -4.43833
H: 1.19439 1.23078 -1.15260
H: 2.42305 -0.09343 -5.22095
H: 4.40761 -1.55965 -5.36030
H: 5.05443 -2.95502 -3.42780
H: 3.68320 -2.92294 -1.36644
H: 1.69696 -1.44246 -1.22200
H: 3.14782 1.71856 -2.84333
H: 3.83112 4.02075 -3.39858
H: 2.28367 5.51666 -4.62229
H: 0.04755 4.70021 -5.27785
H: -0.64261 2.38209 -4.70822

Output
<S²>	3.767
spin multiplicity	4
total charge	-1
HOMO-LUMO gap (alpha / beta)	5.52 / 6.71	eV
energy relative to the best compared isomer or geometry (same formula, charge and spin)	195.4	kJ/mol
HOMO level (alpha / beta)	-3.4 / -4.6	eV



C5H4O2 in the gas phase, computed with ωB97M-V/def2-TZVPD.

Positions of all 11 atoms, in Å:
O: 1.98129 1.47901 0.71129
C: 1.10644 0.73810 0.33531
C: 1.10108 -0.73352 0.20572
C: -0.11871 -1.16218 -0.14539
C: -1.16118 -0.07249 -0.18636
C: -0.30339 1.19195 -0.13818
O: -0.60940 2.32059 -0.41305
H: 1.98512 -1.34591 0.33655
H: -0.35611 -2.19172 -0.39657
H: -1.77564 -0.08631 0.72433
H: -1.84950 -0.13752 -1.03365

Output
spin multiplicity	1
HOMO-LUMO gap	8.81	eV
energy relative to the best compared isomer or geometry (same formula, charge and spin)	52.7	kJ/mol
HOMO level	-9.4	eV



2 unconnected molecules or ions with the total composition CH4BrClOP, computed with ωB97M-V/def2-TZVPD.

Positions of all 9 atoms, in Å:
C: 0.53655 0.37610 -1.15453
O: 0.74117 -0.47504 1.90837
P: -1.04375 -0.21505 -1.12640
Cl: -1.48958 -1.98404 -1.60600
Br: -2.67259 1.36720 -1.23687
H: 1.24901 -0.34766 -0.69250
H: 0.45108 0.62442 2.31565
H: 0.91052 1.40043 -1.12251
H: 1.31759 -0.74635 2.71478

Output
<S²>	2.007
spin multiplicity	3
total charge	+1
HOMO-LUMO gap (alpha / beta)	6.98 / 6.83	eV
energy relative to the best compared isomer or geometry (same formula, charge and spin)	86.3	kJ/mol
HOMO level (alpha / beta)	-13.0 / -15.1	eV



2 unconnected molecules or ions with the total composition C2H8N, computed with ωB97M-V/def2-TZVPD.

Positions of all 11 atoms, in Å:
C: -1.98879 -0.37937 1.06084
N: 1.06846 -0.29381 -0.23200
C: 1.67424 0.63483 -1.00508
H: -1.20614 -0.22479 0.30313
H: -1.63738 -0.91970 1.93842
H: -2.53963 0.52615 1.28482
H: 1.70075 -1.09451 -0.06297
H: -2.63777 -1.08579 0.52740
H: 2.77191 0.77968 -0.81810
H: 1.59003 0.43150 -2.10200
H: 1.20433 1.62581 -0.89444

Output
spin multiplicity	1
total charge	+1
HOMO-LUMO gap	5.55	eV
energy relative to the best compared isomer or geometry (same formula, charge and spin)	573.9	kJ/mol
HOMO level	-16.0	eV



A molecular structure, C4H12N3, computed with ωB97M-V/def2-TZVPD.

Positions of all 19 atoms, in Å:
C: 2.19523 0.47233 -0.15230
C: 2.51357 -0.89375 0.42833
C: -2.87328 0.54426 0.74072
C: -2.30892 0.20593 -0.37895
N: 1.27355 1.47379 0.34169
N: -1.38239 -0.93191 -0.42559
N: 0.80859 0.55388 -0.67185
H: 3.10793 0.79115 -0.61886
H: 3.01528 -1.34452 -0.35925
H: 1.46553 -1.28337 0.58547
H: 2.98710 -0.67934 1.46681
H: -2.87329 -0.08429 1.68858
H: 0.94287 1.19970 1.26082
H: -3.55835 1.36999 0.71179
H: -2.60275 0.71183 -1.38560
H: -1.56672 -1.71734 0.17114
H: -1.37802 -1.30144 -1.39789
H: 0.49212 1.07239 -1.53373
H: -0.25806 -0.15931 -0.47131

Output
spin multiplicity	1
total charge	+1
HOMO-LUMO gap	11.13	eV
energy relative to the best compared isomer or geometry (same formula, charge and spin)	483.8	kJ/mol
HOMO level	-14.0	eV